Molecular formula: C3H11NO3
Method: DFT, ωB97M-V/def2-TZVPD

ORCA input file:
```
! RIJCOSX wB97M-V def2-TZVPD def2/J DEFGRID3
* xyz 1 2
C 0.46 -0.73 -1.27
N 1.02 0.27 -0.39
C 1.62 0.01 0.89
C 0.87 -1.03 1.71
O -0.55 -1.29 -1.03
H 0.93 -0.76 -2.26
H 0.94 1.17 -0.90
H 2.60 -0.45 0.69
H 1.86 0.97 1.35
H 1.44 -1.30 2.60
H -0.14 -0.85 2.03
H 0.94 -1.97 1.14
H -2.53 -0.24 -0.15
H -3.06 0.74 0.93
O -2.78 0.68 0.00
H -1.37 2.11 -1.24
H -1.36 0.92 -2.11
O -0.89 1.75 -2.00
*
```

Summary:
**Total energy**: -10912.546 eV
**Relative energy (zero: lowest compared OMol25 entry of this formula, charge and spin)**: 14.6 kcal per mole
**HOMO energy (spin up / spin down)**: -15.3 / -15.3 eV
**Frontier orbital gap (spin up / spin down)**: 10.75 / 6.95 eV

Atom charges from the Löwdin analysis, given in e for atoms 1 to 8: number 1, C, carries -0.216; number 2, N, carries 0.223; number 3, C, carries -0.154; number 4, C, carries -0.043; number 5, O, carries 0.165; number 6, H, carries 0.172; number 7, H, carries 0.168; number 8, H, carries 0.173